{"formula": "C5H5NO2", "method": "ωB97M-V with the def2-TZVPD basis set", "symbols": ["C", "C", "C", "C", "C", "H", "H", "H", "H", "H", "N", "O", "O"], "xyz": [[-1.4954, -0.2432, 0.0460], [-0.9626, 1.1863, 0.2059], [0.1730, 0.5218, -0.4574], [1.2705, -1.3631, 0.0294], [0.0325, -0.7725, 0.5073], [-1.7353, 1.9654, -0.2456], [-0.7492, 1.1906, 1.2735], [0.0837, 0.4753, -1.5765], [1.7769, -2.2960, 0.0133], [0.2087, -0.1933, 1.5683], [2.1410, -0.4317, -0.3910], [-2.3634, -0.9334, -0.6333], [1.6196, 0.8939, -0.3399]], "nbo_charge": [0.6142, -0.5059, 0.0406, -0.0355, -0.3721, 0.2572, 0.2462, 0.2376, 0.2369, 0.2184, -0.0728, -0.5053, -0.3593], "de_lowest_ev": 6.980, "homo_energy_ev": -9.83, "homo_lumo_gap_ev": 9.7018}